No. 1
Computed, not measured: a 2-piece molecular cluster, C8H12O6 overall at a distorted geometry, with wB97M-V/def2-TZVPD.

Last column: Mulliken charge in e.
Atoms and positions in Å:
C  -7.88314  16.72555  -5.59311  -1.35
C  -6.36765  17.04971  -5.91569  0.45
C  -5.57458  16.01118  -6.84721  -0.27
O  -5.88177  16.63800  -8.04918  -0.42
C  -6.13098  17.85515  -8.00416  0.62
O  -6.11375  18.73120  -8.86776  -0.64
O  -6.34468  18.22950  -6.74519  -0.40
H  -7.93300  16.70911  -4.50438  0.32
H  -8.24162  15.77333  -5.98412  0.30
H  -8.52219  17.52497  -5.96813  0.40
H  -5.80370  16.99235  -4.98468  0.41
H  -5.82890  14.95196  -6.88556  0.29
H  -4.50429  16.21607  -6.82296  0.35
C  -3.95136  14.85871  -4.66944  -1.57
C  -4.37513  14.26366  -6.02053  1.04
C  -3.70464  13.05029  -6.51595  -0.48
O  -4.77987  12.23260  -6.89900  -0.34
C  -5.95815  12.66217  -6.50486  0.74
O  -7.02621  12.03097  -6.58798  -0.59
O  -5.76124  13.88097  -5.99584  -0.38
H  -3.39288  14.18127  -4.02348  0.47
H  -4.75707  15.36448  -4.13733  0.28
H  -3.10388  15.54089  -4.73671  0.38
H  -4.24017  15.00113  -6.81174  -0.26
H  -3.06978  12.50309  -5.81908  0.31
H  -2.98065  13.39454  -7.25447  0.32

Forces on atoms 1 to 6 (eV/Å):
1.31 0.06 0.17
-0.95 -2.27 -0.40
-2.36 5.80 -1.08
0.04 -4.05 -4.42
-0.10 6.50 -1.26
-0.18 -2.43 0.83

Properties
* HOMO level: -10.4 eV
* energy above the lowest of the compared OMol25 structures with the same formula, charge and spin: 526.94 kJ/mol
* SMILES: C[C@H]1COC(=O)O1.C[C@H]1COC(=O)O1
* E_tot: -763.3118 a.u.
* Kohn-Sham gap: 0.387 Eh

No. 2
Computed, not measured: a 13-piece molecular cluster, C20H34BrCl25O4 overall at a distorted geometry, with wB97M-V/def2-TZVPD.

Last column: Mulliken charge in e.
Atoms and positions in Å:
O  -1.57529  2.61891  2.07248  -0.37
C  -1.28977  3.45316  2.81077  0.61
Br  -2.66896  4.38160  3.83411  -0.18
C  0.07850  3.96159  3.07457  -1.39
C  1.07608  3.46126  2.11140  0.73
O  1.92295  4.46594  1.48997  -0.51
C  2.75133  3.66561  0.79436  0.46
O  3.02943  3.75878  -0.32100  -0.44
O  3.17355  2.69173  1.62477  -0.39
C  2.16654  2.58174  2.63089  -0.66
C  1.81050  1.21425  3.17072  -0.67
C  1.81863  0.05896  2.16293  -0.61
C  1.30613  0.39842  0.80507  -0.43
Cl  1.09033  -1.08569  -0.14478  0.25
H  0.33175  3.60099  4.05242  0.53
H  0.05521  5.02790  3.13466  0.59
H  0.66726  2.95716  1.25045  0.39
H  2.61299  3.09171  3.47255  0.58
H  2.53058  0.98883  3.92279  0.37
H  0.86348  1.30333  3.66085  0.25
H  2.80043  -0.36271  2.13303  0.47
H  1.16672  -0.69267  2.55088  0.22
H  1.92148  1.08162  0.26224  0.19
H  0.32754  0.82314  0.88392  0.01
C  5.48675  -0.03211  -1.25127  -0.02
Cl  4.15378  0.23442  -2.37763  -0.11
Cl  5.49886  -1.68818  -0.62887  -0.16
H  6.42127  0.15366  -1.76650  0.42
H  5.37643  0.64870  -0.42230  -0.13
C  -1.85374  -0.65588  3.33662  0.49
Cl  -0.81989  -1.42439  4.55657  -0.19
Cl  -1.71434  -1.42949  1.76009  -0.08
H  -2.87999  -0.72210  3.66370  0.32
H  -1.55894  0.37878  3.23567  -0.52
C  1.86855  3.08518  -3.13758  0.08
Cl  0.41541  2.16521  -2.72683  -0.15
Cl  2.39751  2.76812  -4.79842  -0.16
H  1.65892  4.14351  -3.04801  0.35
H  2.65468  2.80072  -2.45168  -0.16
C  1.57661  -4.90663  -1.16853  -0.52
Cl  1.26915  -4.79227  0.56808  -0.13
Cl  0.64211  -3.70927  -2.07738  -0.06
H  2.62991  -4.73395  -1.34887  0.33
H  1.29566  -5.89632  -1.50704  0.35
C  7.89678  1.85579  2.53359  -0.10
Cl  8.89278  0.80229  3.54199  -0.16
Cl  7.71021  1.21952  0.89583  -0.11
H  6.91481  1.93978  2.98216  0.10
H  8.36811  2.82825  2.47494  0.29
C  -0.54331  -1.84443  -5.44513  -0.43
Cl  -0.61048  -1.13172  -3.83328  -0.08
Cl  -1.67754  -3.19284  -5.61285  -0.10
H  -0.78782  -1.08381  -6.17520  0.35
H  0.45845  -2.21825  -5.61482  0.26
C  -5.74818  4.15812  6.47519  0.08
Cl  -7.50687  3.95904  6.42258  -0.17
Cl  -5.26741  5.73014  5.82485  -0.17
H  -5.42401  4.09791  7.50595  0.31
H  -5.28672  3.37303  5.88869  -0.06
C  5.18456  5.57277  -3.56968  -0.34
Cl  3.65609  6.30291  -4.08337  -0.15
Cl  5.05408  3.82099  -3.38799  -0.05
H  5.93805  5.78871  -4.31585  0.33
H  5.46649  6.00022  -2.61625  0.25
C  -2.43103  -4.98360  -0.34871  0.38
Cl  -3.99531  -4.49114  -1.01601  -0.17
Cl  -2.38534  -6.72229  -0.01362  -0.15
H  -1.65378  -4.74783  -1.06459  -0.22
H  -2.26244  -4.44336  0.57432  0.18
C  -2.55483  -6.31438  -3.95523  0.42
Cl  -1.81966  -7.90193  -4.20672  -0.19
Cl  -3.82924  -5.98504  -5.14040  -0.16
H  -2.98991  -6.28463  -2.96418  -0.05
H  -1.78817  -5.55490  -4.05150  -0.05
C  -7.38750  1.00690  4.22308  -0.14
Cl  -5.90867  0.63914  5.13111  -0.15
Cl  -7.30437  0.39172  2.57216  -0.15
H  -8.22366  0.54266  4.72934  0.30
H  -7.51414  2.08085  4.19255  0.15
C  -6.56675  -6.90598  -7.58899  0.06
Cl  -7.96334  -7.91345  -7.18926  -0.16
Cl  -5.94681  -7.26140  -9.20572  -0.16
H  -6.86580  -5.86645  -7.55191  0.27
H  -5.78344  -7.09661  -6.86693  -0.02

Forces on atoms 1 to 6 (eV/Å):
-0.90 -2.56 -1.98
0.13 2.17 1.42
0.01 0.02 0.17
-0.02 0.14 0.34
1.24 -0.34 -1.32
-1.26 1.03 -0.04

Properties
* HOMO level: -10.4 eV
* E_tot: -15162.2168 a.u.
* Kohn-Sham gap: 0.380 Eh

No. 3
Computed, not measured: a 3-piece molecular cluster, C6H14O2 overall at a distorted geometry, with wB97M-V/def2-TZVPD.

Last column: Mulliken charge in e.
Atoms and positions in Å:
C  1.64996  1.30574  -0.97005  -1.19
C  0.15189  1.42073  -1.10797  0.67
C  -0.43255  2.54803  -1.47248  -1.01
C  -2.11769  -1.07053  0.79665  -1.13
C  -1.54479  0.19099  0.20784  -0.31
C  -0.61040  0.20096  -0.74168  -0.21
H  2.04670  1.06436  0.00529  0.29
H  1.94593  0.49044  -1.64879  0.29
H  2.13394  2.16777  -1.39218  0.38
H  0.06597  3.45929  -1.78559  0.30
H  -1.50654  2.60086  -1.63336  0.29
H  -1.87075  -1.14832  1.86300  0.34
H  -1.80893  -1.99133  0.30455  0.30
H  -3.20441  -1.00679  0.73276  0.40
H  -1.81516  1.13208  0.66236  0.33
H  -0.35114  -0.70688  -1.28738  0.37
H  1.20473  -2.22690  0.76899  0.21
H  1.55180  -2.63826  -0.65375  0.32
O  1.29830  -3.00587  0.20216  -0.61
H  0.26583  -0.33641  1.52481  0.28
H  1.45598  -1.07416  2.25543  0.32
O  0.87806  -0.31018  2.27748  -0.62

Forces on atoms 1 to 6 (eV/Å):
-0.20 -0.77 -1.41
0.34 0.04 0.64
-0.87 0.48 -0.75
-0.69 0.40 -0.03
0.63 -0.88 -0.01
-0.04 0.44 -0.14

Properties
* HOMO level: -9.3 eV
* energy above the lowest of the compared OMol25 structures with the same formula, charge and spin: 178.74 kJ/mol
* SMILES: C=C(C)/C=C/C.O.O
* E_tot: -387.4394 a.u.
* Kohn-Sham gap: 0.363 Eh

No. 4
Computed, not measured: a 9-piece molecular cluster, C36H70F9N12O16 overall, with wB97M-V/def2-TZVPD.

Last column: Mulliken charge in e.
Atoms and positions in Å:
C  2.63794  -2.99526  3.49778  -0.88
C  3.12464  -1.79722  3.28112  -0.18
N  2.25725  -0.68725  3.04449  1.02
N  1.61522  -0.10484  4.11499  -0.46
C  0.87421  0.87629  3.63654  -0.30
N  0.99324  1.00378  2.34190  -0.45
C  1.86861  0.03750  1.96767  0.14
N  2.27004  -0.12570  0.71931  0.84
C  1.70876  0.75694  -0.32434  -1.41
C  2.43620  2.09795  -0.40496  0.40
C  2.23888  2.83276  -1.74506  -1.49
C  1.16130  3.91956  -1.70962  -0.61
C  -0.24195  3.32970  -1.58315  1.00
C  -1.32919  4.35626  -1.23215  -0.54
C  -1.58732  4.44968  0.27936  -0.20
C  -2.28886  3.18940  0.81431  0.27
C  -3.82988  3.25020  0.80598  -1.38
C  -4.43745  2.14999  -0.07226  0.30
C  -5.87285  2.40429  -0.54575  -1.20
C  -6.63132  1.08892  -0.75546  -0.50
C  -7.39168  0.59572  0.48361  -0.49
C  -7.46400  -0.93574  0.61863  -0.88
C  -7.56001  -1.69235  -0.70497  -0.39
C  -7.79338  -3.19493  -0.54676  -0.76
C  -7.36532  -3.98338  -1.79500  -0.14
C  -8.22453  -5.21628  -2.05167  -1.42
C  3.24493  -1.12174  0.31116  -1.39
C  2.55009  -2.43659  -0.07434  0.69
C  3.28841  -3.28567  -1.08838  0.81
F  3.52572  -2.54982  -2.19307  -0.33
F  2.51024  -4.33473  -1.46216  -0.33
C  4.65104  -3.88925  -0.65565  0.48
F  5.39297  -2.88743  -0.13625  -0.14
F  5.28056  -4.33631  -1.74718  -0.32
C  4.58299  -5.05566  0.39617  0.63
F  5.50589  -4.82544  1.33910  -0.31
F  3.37861  -5.06776  1.00064  -0.33
C  4.85007  -6.48094  -0.16916  0.56
F  4.07232  -6.72629  -1.22329  -0.20
F  4.57387  -7.36710  0.78254  -0.24
F  6.12468  -6.60000  -0.52440  -0.24
H  3.29928  -3.80907  3.76724  0.34
H  1.57434  -3.19678  3.42325  0.31
H  4.17500  -1.56115  3.37757  0.39
H  1.75809  -0.44036  5.05593  0.18
H  0.25309  1.48981  4.27249  0.53
H  0.64663  0.86983  -0.11341  -0.14
H  1.79239  0.20382  -1.26481  0.67
H  2.08603  2.73025  0.41790  0.26
H  3.50416  1.90532  -0.25325  0.36
H  3.19257  3.27477  -2.04544  0.43
H  1.98434  2.10450  -2.52715  0.39
H  1.22589  4.50859  -2.62857  0.41
H  1.36057  4.59606  -0.87031  0.27
H  -0.49305  2.80133  -2.50973  0.31
H  -0.22571  2.57001  -0.79436  -1.12
H  -2.26181  4.04103  -1.71498  0.48
H  -1.06712  5.33100  -1.64594  -0.34
H  -2.19324  5.33062  0.50861  0.60
H  -0.62002  4.56613  0.79004  -0.04
H  -1.92676  2.95669  1.82244  0.46
H  -1.99647  2.33436  0.19707  -0.44
H  -4.19157  3.11661  1.83131  0.21
H  -4.18388  4.22789  0.46240  0.47
H  -3.78628  2.01817  -0.94226  0.08
H  -4.42724  1.20052  0.47919  0.30
H  -5.86005  2.97127  -1.48075  0.38
H  -6.38485  3.02778  0.19894  0.43
H  -7.31560  1.19386  -1.60064  0.45
H  -5.88584  0.33319  -1.02551  0.15
H  -6.88840  0.99796  1.37169  0.29
H  -8.40507  1.00974  0.48456  0.35
H  -8.33649  -1.20008  1.22643  0.26
H  -6.57789  -1.29520  1.15527  0.33
H  -8.34512  -1.25716  -1.33503  0.22
H  -6.62233  -1.57098  -1.25858  0.36
H  -8.84706  -3.39692  -0.32257  0.34
H  -7.20837  -3.53414  0.31651  0.38
H  -6.31926  -4.27843  -1.66651  0.09
H  -7.39913  -3.31449  -2.66122  0.38
H  -9.23695  -4.93042  -2.34493  0.37
H  -7.80674  -5.84085  -2.84557  0.36
H  -8.28469  -5.83860  -1.15342  0.33
H  3.77339  -0.71550  -0.55356  0.77
H  3.99716  -1.26229  1.08462  -0.04
H  2.31556  -3.03772  0.80215  0.07
H  1.59721  -2.18905  -0.55379  -0.32
C  -1.20892  -1.55145  -2.72845  -0.64
N  -1.82461  -0.36901  -2.06599  1.08
O  -1.49529  -0.11775  -0.91648  -0.56
O  -2.61410  0.27642  -2.71298  -0.54
H  -0.53797  -2.01531  -2.01546  0.09
H  -2.00976  -2.22702  -3.01734  0.29
H  -0.68475  -1.19734  -3.61136  0.33
C  -1.64774  9.19919  -1.34827  -0.73
N  -0.97494  7.99352  -1.90106  0.90
O  -0.02658  7.53023  -1.29283  -0.51
O  -1.41806  7.53823  -2.93354  -0.53
H  -1.14103  9.47882  -0.43214  0.26
H  -1.58529  9.97882  -2.10117  0.28
H  -2.68369  8.93226  -1.16333  0.31
C  -0.09426  7.15197  2.96099  -0.58
N  -0.93076  8.20603  2.32584  0.91
O  -0.48941  9.33424  2.27722  -0.54
O  -2.00260  7.85122  1.88112  -0.49
H  0.82694  7.61015  3.29980  0.32
H  -0.67213  6.73979  3.78284  0.30
H  0.07831  6.39314  2.20275  0.11
C  -3.23221  -6.11161  -3.28860  -0.77
N  -3.93071  -4.80460  -3.44093  0.91
O  -3.34802  -3.80021  -3.07384  -0.58
O  -5.04071  -4.84040  -3.91804  -0.49
H  -2.25906  -5.92923  -2.84961  0.22
H  -3.85437  -6.73352  -2.65202  0.32
H  -3.15757  -6.55093  -4.27868  0.31
C  1.29861  -6.08796  -4.38983  -0.48
N  0.76389  -5.11002  -5.37766  0.93
O  1.04489  -5.26283  -6.54302  -0.52
O  0.06801  -4.21537  -4.93227  -0.53
H  1.88552  -6.82904  -4.91867  0.31
H  1.90047  -5.53104  -3.67817  0.05
H  0.44311  -6.53366  -3.89171  0.25
C  7.07291  -1.02753  4.64811  -0.69
N  6.04602  -0.68421  5.66712  0.98
O  4.96827  -1.25127  5.62570  -0.54
O  6.33457  0.17955  6.46616  -0.56
H  6.67495  -1.80747  4.00968  0.17
H  7.28424  -0.12444  4.08748  0.24
H  7.96181  -1.35876  5.17646  0.38
C  5.15868  2.66956  3.88977  -0.92
N  4.95538  1.73704  2.74573  0.86
O  4.83660  0.54420  2.98998  -0.36
O  4.92952  2.21018  1.63547  -0.51
H  5.16600  2.09438  4.80876  0.32
H  6.10662  3.17276  3.72243  0.32
H  4.34658  3.39005  3.86150  0.34
C  8.12547  -0.83768  -0.07237  -0.50
N  8.66439  -0.81342  1.31533  0.94
O  8.39375  0.14532  2.01556  -0.54
O  9.34372  -1.75363  1.66089  -0.53
H  7.54303  0.06291  -0.22502  0.27
H  8.97679  -0.88923  -0.74444  0.34
H  7.52582  -1.73717  -0.16506  0.02

Forces on atoms 1 to 6 (eV/Å):
-0.40 -0.50 0.06
0.57 0.14 0.04
-0.30 0.08 0.18
0.17 -0.37 0.25
-0.26 0.36 0.10
0.00 0.10 -0.19

Properties
* charge: +1
* HOMO level: -11.6 eV
* E_tot: -4172.4567 a.u.
* Kohn-Sham gap: 0.321 Eh